Formula: C13H22BI2LuO3P2
Source: OMol25
Level of theory: ωB97M-V/def2-TZVPD

The geometry in XYZ format:
```
44
Properties=species:S:1:pos:R:3:forces:R:3:lowdin_charge:R:1
I 0.00284 -1.14918 -6.69556 0.0 1.0 0.2 0.10
I 0.00087 1.57015 -6.29094 0.0 -1.0 0.0 0.01
Lu 0.00464 1.84166 -1.05148 0.0 -3.6 0.3 1.51
P -2.07732 0.07371 -0.96844 -2.0 1.8 -0.9 0.73
C -2.99899 -0.08763 -2.54607 -0.4 -0.2 -0.4 -0.22
C -2.62020 -1.43951 -0.12351 0.3 -0.2 0.6 -0.17
H -3.67595 -1.37742 0.17304 0.2 0.1 -0.4 0.09
H -3.90225 1.20992 0.01649 0.1 0.8 0.2 0.07
H -2.02777 -1.59913 0.77824 -0.3 -0.1 -0.1 0.04
H -2.36221 1.68367 0.82001 -0.3 0.1 -0.2 0.05
H -2.71445 -1.00981 -3.07353 0.0 0.1 0.3 0.06
H -2.44897 -2.30589 -0.77725 -0.1 0.3 0.1 0.09
C -2.85262 1.51138 -0.14853 -1.3 -0.8 0.6 -0.26
H -4.08409 -0.12831 -2.35100 0.4 0.0 0.0 0.08
H -2.79690 2.41484 -0.78240 -0.2 -0.4 0.2 0.05
H -2.80585 0.71419 -3.26301 0.1 0.2 0.3 0.05
P 2.07903 0.06263 -0.96173 2.1 1.8 -0.9 0.73
C 3.00439 -0.10230 -2.53693 0.4 -0.2 -0.4 -0.22
C 2.86131 1.49334 -0.13672 1.3 -0.8 0.6 -0.26
H 2.01505 -1.61391 0.78108 0.3 -0.1 -0.1 0.04
H 3.66576 -1.40070 0.18096 -0.2 0.1 -0.4 0.09
H 2.43569 -2.31980 -0.77470 0.1 0.3 0.1 0.09
C 2.61057 -1.45584 -0.11881 -0.3 -0.2 0.6 -0.17
H 2.36854 1.66751 0.83024 0.3 0.1 -0.2 0.05
H 3.90833 1.18468 0.03165 -0.1 0.8 0.2 0.07
H 4.08863 -0.14839 -2.33859 -0.4 0.0 0.0 0.08
H 2.81730 0.70081 -3.25391 -0.1 0.2 0.3 0.05
H 2.81373 2.39810 -0.76927 0.2 -0.4 0.2 0.05
H 2.71675 -1.02290 -3.06548 0.0 0.1 0.3 0.06
C 0.00281 -0.13753 -2.40214 0.0 -3.9 -3.2 -0.33
O 0.00049 -1.13845 -3.02235 0.0 3.9 2.7 0.05
O -0.00409 -1.13434 1.20744 0.0 0.6 -1.4 0.07
B -0.00065 -0.12089 0.27501 0.0 0.9 2.4 -0.65
O 0.00123 1.25450 1.18956 0.0 -1.4 -1.1 -0.19
C -0.00158 0.75213 2.51335 0.0 -0.7 0.4 -0.19
C -0.00080 1.41398 3.74170 0.0 0.2 -1.0 0.02
C -0.00153 0.66086 4.91852 0.0 0.1 -0.3 -0.04
C -0.00386 -0.73565 4.87770 0.0 -0.1 -0.2 -0.04
C -0.00443 -1.41255 3.65198 0.0 0.2 -0.3 0.04
C -0.00417 -0.63775 2.49144 0.0 0.2 1.1 -0.20
H 0.00146 2.49409 3.70812 0.0 0.1 0.4 0.12
H -0.00124 1.18276 5.87336 0.0 -0.1 -0.2 0.12
H -0.00400 -1.30405 5.81095 0.0 0.2 -0.4 0.13
H -0.00550 -2.50303 3.58149 0.0 0.4 0.1 0.14
```
Positions in Å, forces in eV/Å.

multiplicity = 1
energy relative to the best compared isomer or geometry (same formula, charge and spin) = 75.9 kcal per mole
max |F| = 5.02 eV/A
calculated total energy = -89039.065 eV
total charge = +2
orbital gap = 4.991 eV